11
Properties=species:S:1:pos:R:3:nbo_charge:R:1 method="wB97M-V/def2-TZVPD" multiplicity=1 gap_ev="4.55 / 5.39" charge=+2 relative_energy_ev=2.383
H -2.69 -0.92 1.46 0.03
C 1.70 -0.17 -0.36 0.38
C 0.67 0.76 0.09 -0.31
C -0.60 0.37 0.06 -0.13
C -1.76 -0.22 0.04 0.48
O -2.78 -0.53 -0.55 -0.70
O 2.89 0.13 -0.48 -0.89
Pb 4.55 1.35 -0.18 1.74
H 1.37 -1.17 -0.69 0.21
H 0.98 1.78 0.35 0.22
Li -4.34 -1.39 0.25 0.98


11
Properties=species:S:1:pos:R:3:nbo_charge:R:1 method="wB97M-V/def2-TZVPD" multiplicity=6 gap_ev="8.30 / 5.15" charge=+2 relative_energy_ev=3.147
Rh -0.83 0.89 3.57 0.97
O -0.65 -0.17 0.72 -0.82
C -0.17 0.90 -0.14 -0.11
H -0.86 1.60 -0.64 0.24
H 0.57 1.50 0.41 0.21
C 1.54 -0.53 -1.63 0.21
C 0.41 -0.08 -1.13 -0.30
C 0.07 -1.27 -0.33 0.79
O -0.21 -2.43 -0.34 -0.37
Li -2.42 -0.21 1.39 0.94
H 2.55 -0.20 -1.87 0.24


Repeat the first record exactly.
11
Properties=species:S:1:pos:R:3:nbo_charge:R:1 method="wB97M-V/def2-TZVPD" multiplicity=1 gap_ev="4.55 / 5.39" charge=+2 relative_energy_ev=2.383
H -2.69 -0.92 1.46 0.03
C 1.70 -0.17 -0.36 0.38
C 0.67 0.76 0.09 -0.31
C -0.60 0.37 0.06 -0.13
C -1.76 -0.22 0.04 0.48
O -2.78 -0.53 -0.55 -0.70
O 2.89 0.13 -0.48 -0.89
Pb 4.55 1.35 -0.18 1.74
H 1.37 -1.17 -0.69 0.21
H 0.98 1.78 0.35 0.22
Li -4.34 -1.39 0.25 0.98


Q: Look up the charge of the second one.
A: +2